No. 1
Entry from OMol25: C15H43KN4O17S2 as an isolated structure (ωB97M-V with the def2-TZVPD basis set).

The spin multiplicity is 2. For the HOMO energy (spin up / spin down), the calculation gives -12.873 / -12.861 eV. The calculation puts the LUMO energy (spin up / spin down) at -3.791 / -6.709 eV. The value obtained for the orbital gap (spin up / spin down) is 0.334 / 0.226 Eh. As for the net charge: +1.

Each line ends with the Mulliken charge.
CARTESIAN COORDINATES (ANGSTROEM)
K: -15.78142 -27.15523 -6.43072  1.00
C: -14.82190 -27.42829 -11.39083  -0.35
C: -15.40067 -27.80277 -10.01243  0.74
C: -14.34719 -28.31213 -9.03993  -0.42
O: -16.16636 -26.71003 -9.52600  -0.58
H: -15.61610 -27.36363 -12.13458  0.20
H: -14.27515 -28.31841 -11.70202  0.17
H: -14.12965 -26.59108 -11.30161  -0.22
H: -16.08158 -28.64515 -10.13427  0.39
H: -13.66912 -29.00204 -9.54227  0.00
H: -14.85050 -28.86833 -8.24910  0.15
H: -13.82530 -27.50334 -8.52850  -0.24
C: -16.74026 -24.44518 -12.29725  -0.41
O: -16.51726 -24.10611 -10.93345  -0.46
H: -17.32241 -25.36481 -12.35603  0.27
H: -17.04062 -23.60465 -12.92286  0.32
H: -15.74898 -24.69314 -12.67671  0.03
H: -16.42800 -24.97467 -10.53442  0.24
C: -17.92429 -24.43524 -7.48373  -0.79
O: -16.57773 -24.77714 -7.66637  -0.34
H: -18.18955 -23.78099 -8.31422  0.29
H: -18.59443 -25.28742 -7.59687  0.34
H: -18.11834 -23.99390 -6.50615  0.27
H: -16.42016 -25.46230 -8.32006  0.41
O: -12.17393 -23.24006 -5.45534  -0.56
S: -12.10073 -24.73262 -5.47844  0.98
O: -13.18512 -25.53259 -6.04553  -0.37
O: -10.55575 -25.26165 -5.94699  -0.31
C: -10.49351 -26.61080 -6.42355  -0.49
C: -10.90630 -26.70911 -7.93290  -0.30
C: -11.92569 -25.24418 -3.72027  -1.02
H: -11.11859 -27.30049 -5.85637  0.25
H: -9.46848 -26.92376 -6.22485  0.44
H: -10.91726 -27.69682 -8.39378  0.38
H: -10.17240 -26.12848 -8.49179  0.35
H: -11.86992 -26.23229 -8.11225  -0.39
H: -12.90608 -25.04508 -3.28751  0.37
H: -11.08666 -24.70590 -3.27938  0.36
H: -11.76204 -26.31648 -3.61300  0.32
O: -13.31703 -31.95050 -11.54992  -0.61
S: -11.87474 -31.65959 -11.50026  1.16
O: -11.14380 -31.37642 -10.27156  -0.62
O: -11.08212 -32.87704 -12.28918  -0.29
C: -11.74398 -33.65981 -13.27440  -0.08
C: -10.61502 -34.41978 -13.92878  -1.26
C: -11.45528 -30.33985 -12.70807  -0.96
H: -12.38779 -33.05950 -13.91724  0.33
H: -12.43829 -34.36948 -12.82453  0.27
H: -10.12846 -35.01944 -13.15953  0.31
H: -9.87169 -33.72081 -14.31220  0.31
H: -10.89697 -35.04922 -14.77284  0.38
H: -12.05875 -30.48515 -13.60406  0.26
H: -10.39232 -30.50263 -12.88611  0.49
H: -11.72691 -29.44252 -12.15206  0.28
C: -13.32239 -31.31593 -7.82266  -0.61
N: -12.90307 -32.67937 -7.48672  0.92
O: -12.28939 -32.77628 -6.41850  -0.55
O: -13.33731 -33.62515 -8.15928  -0.50
H: -12.70814 -30.47598 -7.49823  0.29
H: -14.33738 -31.17034 -7.45292  0.36
H: -13.41380 -31.35676 -8.90806  0.09
C: -13.64417 -23.96327 -9.38182  -0.39
N: -12.40580 -23.19119 -9.64030  1.03
O: -12.36070 -22.75431 -10.73364  -0.56
O: -11.51089 -23.08346 -8.73767  -0.56
H: -14.47790 -23.29854 -9.15569  0.38
H: -13.49779 -24.71655 -8.60772  -0.08
H: -13.76227 -24.45264 -10.34860  0.15
C: -16.88160 -29.77157 -13.48953  -0.68
N: -15.66713 -30.08479 -14.23753  0.82
O: -14.61565 -29.89051 -13.60782  -0.42
O: -15.71860 -30.48208 -15.40582  -0.49
H: -16.97699 -28.68686 -13.53861  0.26
H: -16.79657 -30.14224 -12.46802  0.20
H: -17.76527 -30.27345 -13.88368  0.33
C: -12.46165 -25.77089 -13.68236  -0.26
N: -12.51869 -24.61010 -14.59184  0.98
O: -11.62618 -23.79199 -14.54995  -0.53
O: -13.44388 -24.54250 -15.38948  -0.55
H: -11.80618 -25.54340 -12.84171  0.38
H: -12.38498 -26.74261 -14.17016  0.38
H: -13.35729 -25.85255 -13.06651  -0.37



No. 2
Entry from OMol25: C32H56F6N4NaO8PS4 as an isolated structure (ωB97M-V with the def2-TZVPD basis set).

The spin multiplicity is 1. For the HOMO energy, the calculation gives -8.180 eV. The calculation puts the LUMO energy at 0.105 eV. The value obtained for the orbital gap is 0.304 Eh.

Each line ends with the Mulliken charge.
CARTESIAN COORDINATES (ANGSTROEM)
Na: -2.87155 1.10094 -1.77330  0.90
P: -0.40015 0.07846 0.03131  1.40
F: 1.15001 -0.20113 -0.27119  -0.13
F: -0.39839 -0.87286 1.32867  -0.09
F: -0.01665 1.33211 0.94738  -0.28
F: -2.00125 0.39962 0.29042  -0.40
F: -0.46008 1.03251 -1.29833  -0.56
F: -0.83115 -1.16445 -0.89308  -0.53
C: 0.77199 5.21106 3.00970  -1.37
C: 0.72919 3.72734 3.35910  0.28
C: 2.10526 3.14131 3.66250  0.17
C: 3.03650 3.35097 2.55763  0.29
N: 3.74165 3.48005 1.66006  -0.57
H: 1.54080 5.48729 2.29025  0.35
H: 0.80102 5.85573 3.88906  0.33
H: -0.17712 5.47682 2.52740  0.37
H: 0.30018 3.15926 2.53221  -0.33
H: 0.07924 3.58237 4.22220  0.41
H: 2.10131 2.05829 3.81974  -0.28
H: 2.52944 3.59050 4.56473  0.42
C: -4.74083 0.18487 2.40882  -0.95
C: -4.79099 -0.49580 3.77117  0.40
C: -6.19651 -0.92491 4.22927  -0.59
C: -7.06496 -1.34137 3.12869  0.35
N: -7.73526 -1.67160 2.25741  -0.50
H: -5.10705 -0.48882 1.63438  0.11
H: -3.73185 0.52027 2.17403  0.18
H: -5.38105 1.07208 2.41064  0.42
H: -4.36660 0.15839 4.53583  0.49
H: -4.11406 -1.35518 3.75820  -0.50
H: -6.69616 -0.08236 4.71216  0.31
H: -6.11019 -1.73237 4.95471  0.34
C: 1.56888 4.06811 -2.93397  -0.24
C: 0.98326 4.99420 -3.99347  -0.78
C: -0.49963 4.69713 -4.05519  -0.46
S: -1.02634 4.42861 -2.39044  0.86
O: -1.87647 3.26068 -2.32542  -0.51
O: -1.47939 5.65448 -1.79234  -0.69
C: 0.59328 4.01696 -1.75463  0.45
H: 2.52437 4.43588 -2.56119  0.42
H: 1.71433 3.05850 -3.31929  -0.16
H: 1.43572 4.88087 -4.97520  0.39
H: 1.10740 6.03081 -3.66212  0.35
H: -0.65556 3.72799 -4.54211  0.04
H: -1.14832 5.35271 -4.63339  0.49
H: 0.52703 3.05198 -1.25888  -0.67
H: 0.82924 4.75873 -0.99196  0.36
C: 0.52338 -2.01474 -5.48452  -0.76
C: 1.56471 -1.54772 -4.45442  -0.55
C: 0.96347 -0.39342 -3.65500  0.99
S: -0.24674 0.39922 -4.74098  1.37
O: 0.24829 1.68489 -5.17529  -0.75
O: -1.55444 0.27326 -4.14178  -0.62
C: -0.13373 -0.78001 -6.08246  -0.93
H: -0.21671 -2.61516 -4.95096  0.32
H: 0.98808 -2.63209 -6.25015  0.43
H: 2.50981 -1.24307 -4.90381  0.23
H: 1.78995 -2.36573 -3.77171  0.35
H: 1.67862 0.39226 -3.42118  -0.23
H: 0.40954 -0.70700 -2.77493  -0.66
H: 0.53547 -0.30757 -6.80719  0.33
H: -1.10047 -0.91504 -6.55864  0.46
C: -4.02007 -3.68002 1.24863  -0.61
C: -5.34517 -3.43183 0.51706  -0.33
C: -5.00473 -3.56470 -0.97031  -1.05
S: -3.44238 -2.70702 -1.12814  1.13
O: -3.67788 -1.34754 -1.54718  -0.57
O: -2.53148 -3.51825 -1.87444  -0.73
C: -3.01555 -2.72763 0.61980  0.11
H: -3.68603 -4.70426 1.06116  0.34
H: -4.13393 -3.56578 2.32499  0.23
H: -5.75576 -2.43897 0.71107  -0.05
H: -6.11055 -4.15209 0.80493  0.42
H: -5.75017 -3.21186 -1.67676  0.48
H: -4.81375 -4.62033 -1.17164  0.38
H: -3.07685 -1.72320 1.03614  -0.32
H: -1.96946 -3.02815 0.65186  0.34
C: 5.54956 0.49137 -3.03202  -0.47
C: 4.73401 0.78996 -1.75640  -0.31
C: 4.36726 -0.54177 -1.07725  0.22
S: 5.23778 -1.83107 -1.95834  1.05
O: 4.38986 -2.34838 -2.99908  -0.58
O: 5.89348 -2.72436 -1.04840  -0.71
C: 6.41015 -0.70267 -2.70278  -0.78
H: 6.11448 1.37502 -3.32743  0.41
H: 4.84658 0.27263 -3.83921  0.13
H: 3.86087 1.40142 -1.98067  -0.11
H: 5.35303 1.37717 -1.07738  0.42
H: 3.31666 -0.81772 -1.01173  -0.09
H: 4.76280 -0.52330 -0.06275  0.04
H: 6.95722 -1.16261 -3.52150  0.46
H: 7.11811 -0.47998 -1.89926  0.33
N: -0.98016 -2.75530 3.36051  0.43
C: -0.00808 -3.64423 3.01733  -0.46
C: -0.29347 -4.84142 3.60991  -0.88
C: -1.47094 -4.65064 4.38408  -0.65
C: -1.86726 -3.34811 4.22889  -0.62
H: -0.98138 -1.76917 3.16344  0.18
H: 0.80898 -3.30079 2.40487  0.51
H: 0.29706 -5.74022 3.56789  0.48
H: -1.95224 -5.34482 5.05473  0.45
H: -2.58265 -2.74574 4.76128  0.53
N: 4.26504 -0.67343 4.26456  -0.01
C: 2.96160 -1.05711 4.46904  -0.87
C: 2.26646 -0.72286 3.33783  -0.19
C: 3.16120 -0.09239 2.43158  -0.54
C: 4.38418 -0.06194 3.04648  -1.04
H: 5.03440 -0.84837 4.88640  0.18
H: 2.66593 -1.59672 5.35111  0.45
H: 1.21152 -0.83578 3.15695  0.62
H: 2.92031 0.26307 1.44448  0.84
H: 5.32963 0.29679 2.67654  0.47



Number 1: F_max 0.0881 Eh/bohr. Number 2: F_max 0.0327 Eh/bohr.